DFT (ωB97M-V/def2-TZVPD) results for the ion C20H33N2O with charge +1.

Its SMILES is CCCCN(C)C(=O)[C@H]1CC[N@H+](CCCc2ccccc2)CC1. The calculation puts the HOMO-LUMO gap at 9.49 eV. As for the total charge: +1. For the lowest unoccupied orbital energy, the calculation gives -2.090 eV. The HOMO energy is -0.4256 Eh.

Bonds (Å) are listed after each position.
Positions of all 56 atoms, in Å:
1 C 5.186 4.207 1.237  C2 1.524, H24 1.087, H25 1.088, H26 1.087
2 C 3.698 4.066 1.536  C1 1.524, C3 1.527, H27 1.092, H28 1.092
3 C 2.940 3.539 0.319  C2 1.527, C4 1.530, H29 1.091, H30 1.091
4 C 1.423 3.494 0.507  C3 1.530, N5 1.460, H31 1.090, H32 1.093
5 N 1.009 2.541 1.533  C4 1.460, C6 1.448, C7 1.325
6 C 0.786 3.032 2.877  N5 1.448, H33 1.086, H34 1.091, H35 1.091
7 C 0.880 1.271 1.178  N5 1.325, O8 1.246, C9 1.529
8 O 1.079 0.908 0.002  C7 1.246
9 C 0.466 0.229 2.217  C7 1.529, C10 1.537, C23 1.544, H36 1.089
10 C -1.020 -0.127 2.059  C9 1.537, C11 1.535, H37 1.091, H38 1.090
11 C -1.324 -0.724 0.678  C10 1.535, N12 1.478, H39 1.092, H40 1.091
12 N -0.111 -1.339 0.098  C11 1.478, C13 1.477, C22 1.473, H41 1.102
13 C -0.373 -2.107 -1.136  N12 1.477, C14 1.527, H42 1.092, H43 1.093
14 C -1.048 -3.459 -0.916  C13 1.527, C15 1.536, H44 1.091, H45 1.091
15 C -1.568 -4.009 -2.252  C14 1.536, C16 1.505, H46 1.091, H47 1.091
16 C -2.666 -3.141 -2.806  C15 1.505, C17 1.390, C21 1.389
17 C -3.932 -3.169 -2.232  C16 1.390, C18 1.383, H48 1.081
18 C -4.942 -2.353 -2.711  C17 1.383, C19 1.385, H49 1.080
19 C -4.698 -1.497 -3.772  C18 1.385, C20 1.384, H50 1.079
20 C -3.442 -1.465 -4.353  C19 1.384, C21 1.385, H51 1.079
21 C -2.432 -2.281 -3.871  C16 1.389, C20 1.385, H52 1.081
22 C 0.639 -2.068 1.135  N12 1.473, C23 1.532, H53 1.090, H54 1.092
23 C 1.318 -1.049 2.055  C9 1.544, C22 1.532, H55 1.091, H56 1.089
24 H 5.347 4.905 0.420  C1 1.087
25 H 5.613 3.247 0.956  C1 1.088
26 H 5.715 4.575 2.112  C1 1.087
27 H 3.296 5.042 1.820  C2 1.092
28 H 3.568 3.388 2.381  C2 1.092
29 H 3.145 4.186 -0.535  C3 1.091
30 H 3.296 2.538 0.068  C3 1.091
31 H 1.043 4.479 0.780  C4 1.090
32 H 0.961 3.185 -0.434  C4 1.093
33 H 0.921 4.110 2.881  C6 1.086
34 H 1.497 2.605 3.586  C6 1.091
35 H -0.229 2.816 3.212  C6 1.091
36 H 0.622 0.626 3.219  C9 1.089
37 H -1.276 -0.841 2.844  C10 1.091
38 H -1.641 0.756 2.210  C10 1.090
39 H -1.660 0.052 -0.012  C11 1.092
40 H -2.115 -1.471 0.760  C11 1.091
41 H 0.512 -0.462 -0.141  N12 1.102
42 H 0.583 -2.256 -1.644  C13 1.092
43 H -1.007 -1.492 -1.779  C13 1.093
44 H -0.344 -4.172 -0.483  C14 1.091
45 H -1.894 -3.358 -0.236  C14 1.091
46 H -0.745 -4.074 -2.965  C15 1.091
47 H -1.950 -5.018 -2.085  C15 1.091
48 H -4.133 -3.847 -1.414  C17 1.081
49 H -5.922 -2.392 -2.261  C18 1.080
50 H -5.486 -0.865 -4.150  C19 1.079
51 H -3.248 -0.808 -5.187  C20 1.079
52 H -1.457 -2.260 -4.338  C21 1.081
53 H 1.390 -2.699 0.658  C22 1.090
54 H -0.047 -2.710 1.692  C22 1.092
55 H 2.294 -0.779 1.649  C23 1.091
56 H 1.484 -1.506 3.030  C23 1.089